No. 1
ORCA calculation (ωB97M-V/def2-TZVPD) on 2 unconnected molecules or ions with the total composition CHF2N at a distorted geometry.

The geometry in XYZ format:
```
5
Properties=species:S:1:pos:R:3:forces:R:3:nbo_charge:R:1
N -0.0481 0.9742 -0.0740 -0.157 -0.523 1.498 -0.414
C 0.1253 1.2390 -1.1655 0.287 1.077 -3.532 0.649
F 0.2679 1.5575 -2.4164 -0.117 -0.441 1.893 -0.229
F 0.3323 -1.6638 -1.6667 0.396 -1.029 -1.032 -0.561
H 0.0829 -1.0113 -1.0931 -0.410 0.915 1.173 0.555
```
Forces are in eV/Å.

Computed properties:
Relative energy (zero: lowest compared OMol25 entry of this formula, charge and spin) = 29.8 kcal per mole
Structure (SMILES) = N#CF.F
Maximum force = 3.70 eV/A
Molar mass = 65.0 g mol⁻¹
Lowest unoccupied orbital energy = 0.13 eV
E = -293.1374 Eh
HOMO = -0.4956 Eh

***

No. 2
ORCA calculation (ωB97M-V/def2-TZVPD) on a single C4H10N2O molecule at a distorted geometry.

The geometry in XYZ format:
```
17
Properties=species:S:1:pos:R:3:forces:R:3:nbo_charge:R:1
C 0.0251 -1.3407 1.3414 1.111 -3.841 0.056 -0.626
C -0.8263 -0.5134 0.3863 -0.013 1.201 -1.563 -0.442
C -0.4485 0.9709 0.2130 1.050 -1.051 -0.203 -0.126
C 0.1663 1.5951 -0.9879 1.900 -0.383 0.870 0.069
N 0.3578 0.9150 -2.1962 1.430 -3.404 1.859 -0.853
N 1.2884 1.2574 -0.0051 -2.051 -0.066 1.095 -0.060
O 1.8726 2.1075 0.8187 -0.061 -0.686 -1.099 -0.623
H 0.9281 -1.7533 0.6706 -1.723 0.777 1.710 0.194
H -0.6667 -2.3257 1.5256 1.932 2.154 -0.138 0.215
H 0.5150 -1.0489 2.3629 -1.440 0.217 -2.064 0.249
H -1.8828 -0.4301 0.6962 0.356 -0.621 -0.141 0.221
H -0.7587 -1.0615 -0.6333 -0.488 0.847 1.599 0.199
H -1.0560 1.6123 0.8630 1.126 0.127 0.096 0.226
H 0.1783 2.6930 -1.0392 -0.492 -0.520 -0.253 0.238
H -0.0071 1.2783 -2.9958 -1.144 0.985 -2.446 0.389
H 0.4895 -0.1560 -2.1806 -0.681 2.736 -0.011 0.382
H 1.7588 0.3195 -0.2482 -0.811 1.528 0.635 0.350
```
Forces are in eV/Å.

Computed properties:
Relative energy (zero: lowest compared OMol25 entry of this formula, charge and spin) = 149.7 kcal per mole
Structure (SMILES) = CC[C@@H]1[C@H](N)[N@H+]1[O-]
Maximum force = 4.13 eV/A
Molar mass = 102.1 g mol⁻¹
Lowest unoccupied orbital energy = 0.63 eV
E = -342.9629 Eh
HOMO = -0.2747 Eh

***

No. 3
ORCA calculation (ωB97M-V/def2-TZVPD) on 2 unconnected molecules or ions with the total composition H2N3OP at a distorted geometry.

The geometry in XYZ format:
```
7
Properties=species:S:1:pos:R:3:forces:R:3:nbo_charge:R:1
N 0.4847 1.3907 0.1890 -2.549 1.229 -2.771 -0.324
N 0.2286 0.3467 1.1740 1.275 2.901 2.010 -0.318
N 1.3529 0.3724 0.4485 1.127 -1.643 -0.980 -0.042
O -1.1681 -1.3654 -0.3724 0.295 -0.442 -1.005 -0.987
P -0.3839 -1.6868 -1.6011 -0.391 0.207 0.745 0.977
H -0.0723 1.2680 -0.8398 1.806 -0.257 3.145 0.315
H -0.4420 -0.3257 1.0019 -1.562 -1.995 -1.144 0.380
```
Forces are in eV/Å.

Computed properties:
Relative energy (zero: lowest compared OMol25 entry of this formula, charge and spin) = 46.9 kcal per mole
Maximum force = 3.96 eV/A
Molar mass = 91.0 g mol⁻¹
Lowest unoccupied orbital energy (spin up / spin down) = -1.42 / -1.82 eV
E = -581.8388 Eh
HOMO (spin up / spin down) = -0.3260 / -0.3065 Eh

***

No. 4
ORCA calculation (ωB97M-V/def2-TZVPD) on 2 unconnected molecules or ions with the total composition C15H26O7 at a distorted geometry.

The geometry in XYZ format:
```
48
Properties=species:S:1:pos:R:3:forces:R:3:nbo_charge:R:1
C 4.9316 0.2227 3.1371 -2.942 2.317 -1.616 -0.311
C 4.0319 0.9808 2.1933 2.197 -1.558 1.582 -0.351
C 3.1075 2.2368 2.7112 0.045 0.892 6.017 0.748
O 3.0952 2.4964 4.0216 0.031 -1.455 -8.102 -0.562
O 2.2956 3.1184 1.8078 0.711 -3.332 1.700 -0.547
C 0.9675 2.4484 1.7536 -1.341 -1.639 0.662 -0.086
C -0.1601 3.1215 2.7363 0.289 0.207 0.112 -0.441
C -1.7082 2.9909 2.2085 0.170 0.291 0.569 -0.406
C -2.1832 1.4097 1.9392 0.106 2.054 0.043 -0.437
C -3.4266 1.1387 2.9716 -1.044 0.133 -0.836 -0.423
C -3.8413 -0.4330 3.1728 -0.054 -0.494 0.728 -0.436
C -2.7001 -1.5219 2.7295 0.158 -0.428 1.657 -0.090
O -2.6605 -1.7859 1.2624 4.155 0.321 0.627 -0.529
C -1.2650 -1.8168 0.7740 -1.136 2.307 -6.831 0.604
O -1.0679 -1.4007 -0.5022 -1.207 -2.802 8.899 -0.580
H 4.7174 0.2780 4.2999 0.696 0.335 -2.692 0.235
H 5.8391 -0.4429 2.8011 -2.373 1.258 0.336 0.228
H 4.0410 0.6746 1.0462 0.107 1.176 2.626 0.243
H 0.5303 2.3490 0.6718 1.289 0.497 1.827 0.207
H 1.1503 1.3443 2.1655 -0.599 2.127 -1.142 0.176
H -0.0988 2.5556 3.7675 0.006 1.409 -1.885 0.211
H 0.1410 4.2650 2.8578 -0.730 -2.483 -0.070 0.236
H -1.8622 3.6785 1.2731 0.283 -1.443 1.655 0.212
H -2.3958 3.4325 3.0781 1.518 -0.844 -1.947 0.211
H -1.2250 0.7655 2.1280 -2.047 0.926 -0.423 0.196
H -2.5152 1.3953 0.7927 0.688 -0.574 2.686 0.240
H -4.3786 1.6739 2.4887 2.114 -1.031 1.055 0.221
H -3.2888 1.6818 4.0258 0.086 -1.381 -2.355 0.217
H -4.0088 -0.5872 4.3448 0.457 0.115 -2.543 0.222
H -4.8867 -0.7271 2.6829 2.437 0.725 0.813 0.232
H -1.6233 -1.1780 3.0384 -2.172 -0.446 -0.310 0.181
H -2.9096 -2.5278 3.3368 0.348 2.025 -1.603 0.198
H -0.3427 -2.2242 1.3969 -2.315 0.877 -0.811 0.182
C 2.6104 -2.4030 -6.8405 -0.007 -0.267 0.244 -0.640
C 1.7843 -1.1387 -6.6768 0.586 -0.014 -0.209 -0.070
O 0.4791 -1.4409 -6.1681 -0.240 0.018 0.915 -0.500
C 0.4148 -1.7062 -4.8399 0.132 -0.246 0.310 0.984
O 1.3525 -1.7024 -4.0592 -1.179 0.079 -1.047 -0.647
O -0.8725 -2.0061 -4.5319 1.128 0.349 -0.684 -0.499
C -1.0613 -2.4055 -3.1763 -0.048 0.020 0.611 -0.264
H 2.0747 -3.1370 -7.4507 0.066 0.190 -0.063 0.211
H 3.5707 -2.1794 -7.3127 -0.117 0.013 0.007 0.215
H 2.8066 -2.8776 -5.8738 0.006 0.200 -0.107 0.226
H 1.6420 -0.6713 -7.6569 -0.311 -0.094 0.242 0.189
H 2.2893 -0.4036 -6.0395 -0.172 -0.234 0.059 0.193
H -0.6532 -1.6643 -2.4819 -0.017 -0.391 -0.451 0.228
H -0.6018 -3.3849 -3.0104 0.059 0.188 0.044 0.178
H -2.1359 -2.4918 -2.9942 0.181 0.108 -0.299 0.194
```
Forces are in eV/Å.

Computed properties:
Structure (SMILES) = C=CC(=O)OCCCCCCCOC=O.CCOC(=O)OC
Maximum force = 9.41 eV/A
Molar mass = 318.4 g mol⁻¹
Lowest unoccupied orbital energy = -0.64 eV
E = -1113.5161 Eh
HOMO = -0.3672 Eh

***

No. 5
ORCA calculation (ωB97M-V/def2-TZVPD) on a single C4H8O2 molecule.

The geometry in XYZ format:
```
14
Properties=species:S:1:pos:R:3:forces:R:3:nbo_charge:R:1
C 1.9873 0.1033 -0.4665 0.201 0.304 0.057 -0.254
O 0.8908 -0.6861 -0.0516 0.030 0.005 0.317 -0.519
C -0.3709 -0.0775 -0.2510 -0.172 -0.134 -0.031 -0.011
C -1.4381 -1.0532 0.2181 -0.354 -0.195 0.204 -0.627
C -0.6993 1.1718 0.6211 0.159 0.668 0.059 0.421
O -0.6507 2.3309 0.3056 0.257 -0.508 -0.300 -0.494
H 2.9115 -0.4824 -0.3699 -0.435 0.031 0.069 0.197
H 1.9035 0.4391 -1.5136 -0.159 -0.117 0.223 0.170
H 2.0531 0.9796 0.1827 0.219 0.151 -0.141 0.173
H -0.4373 0.1830 -1.3182 -0.255 0.182 0.227 0.183
H -2.2540 -1.1612 -0.4961 0.088 -0.089 0.013 0.223
H -1.0307 -2.0261 0.4940 0.128 0.025 -0.379 0.241
H -1.8549 -0.6484 1.1507 -0.248 -0.454 -0.277 0.201
H -1.1657 0.9022 1.6009 0.542 0.131 -0.042 0.096
```
Forces are in eV/Å.

Computed properties:
Relative energy (zero: lowest compared OMol25 entry of this formula, charge and spin) = 46.5 kcal per mole
Structure (SMILES) = CO[C@@H](C)C=O
Maximum force = 0.69 eV/A
Molar mass = 88.1 g mol⁻¹
Lowest unoccupied orbital energy = 0.84 eV
E = -307.6383 Eh
HOMO = -0.3530 Eh

***

No. 6
ORCA calculation (ωB97M-V/def2-TZVPD) on a molecular structure, H3NO2S2 at a distorted geometry.

The geometry in XYZ format:
```
8
Properties=species:S:1:pos:R:3:forces:R:3:nbo_charge:R:1
N -0.2111 -0.1395 2.1141 -1.847 -0.054 0.883 -0.927
O -1.2245 -0.4823 -1.9090 -2.868 3.517 0.586 -0.963
O 0.7505 0.8730 0.0594 -0.992 0.443 -0.096 -0.780
S 2.1286 0.2467 0.7017 0.312 -0.044 -0.194 0.090
S -0.6626 0.6602 0.9317 2.038 -0.463 -0.130 1.203
H -0.6422 -1.1713 -2.0258 2.582 -1.679 -0.667 0.481
H 0.7665 -0.4196 2.2312 0.480 0.128 -0.371 0.407
H -0.9053 0.4329 -2.1034 0.294 -1.847 -0.012 0.488
```
Forces are in eV/Å.

Computed properties:
Relative energy (zero: lowest compared OMol25 entry of this formula, charge and spin) = 39.7 kcal per mole
Maximum force = 4.58 eV/A
Molar mass = 113.2 g mol⁻¹
Lowest unoccupied orbital energy (spin up / spin down) = -1.06 / -1.89 eV
E = -1003.2832 Eh
HOMO (spin up / spin down) = -0.3375 / -0.3046 Eh

***

- Which formula does entry 6 have?
  H3NO2S2

***

- What is the formula in the first record?
  CHF2N